Entry from OMol25: a single CH2F3OPS molecule in a non-equilibrium geometry (ωB97M-V with the def2-TZVPD basis set).

Last column: Mulliken charge in e.
Cartesian coordinates (Å):
C: 0.436 1.348 -0.534  0.65
O: 0.392 -3.417 0.327  -0.45
F: 1.012 1.121 -1.660  -0.19
F: 1.295 1.878 0.309  -0.21
F: -0.628 2.173 -0.606  -0.20
P: -0.276 -0.383 0.231  0.00
S: -0.099 -2.403 1.263  0.18
H: -0.826 0.116 1.380  0.09
H: -1.308 -0.432 -0.711  0.13

The gap between HOMO and LUMO (alpha / beta) comes out at 0.2477 / 0.2477 Ha. The energy relative to the best compared isomer or geometry (same formula, charge and spin) is 278.0 kJ/mol. As for the charge: 0.

Entry from OMol25: a molecular structure, C19H42F2LiNO18P2S2 in a non-equilibrium geometry (ωB97M-V with the def2-TZVPD basis set).

Last column: Mulliken charge in e.
Cartesian coordinates (Å):
Li: -7.159 15.195 34.293  1.27
N: -8.499 16.127 35.330  -0.17
S: -8.279 16.536 36.799  0.74
O: -8.229 15.426 37.728  -0.63
O: -8.725 17.791 37.320  -0.59
F: -6.669 16.766 36.688  -0.27
S: -10.158 16.408 35.383  0.87
O: -10.469 17.672 34.736  -0.60
O: -10.956 15.980 36.492  -0.52
F: -10.524 15.355 34.238  -0.25
C: -6.781 15.174 28.774  -0.87
O: -6.711 15.215 30.161  -0.13
C: -7.674 15.569 30.975  -0.05
O: -7.485 15.595 32.160  0.44
O: -8.805 15.851 30.355  -0.43
C: -9.935 16.141 31.174  -0.33
H: -6.990 16.109 28.242  0.33
H: -7.615 14.588 28.365  0.34
H: -5.885 14.771 28.309  0.28
H: -10.911 16.147 30.699  0.35
H: -9.750 17.055 31.733  0.05
H: -10.037 15.350 31.923  0.10
C: -4.016 13.573 31.524  -0.89
C: -3.899 15.093 31.600  0.32
O: -3.136 15.533 32.710  -0.32
P: -3.709 15.527 34.209  -0.89
O: -5.172 15.632 34.334  1.25
O: -3.027 14.220 34.785  -0.05
C: -1.627 13.924 34.674  -0.26
C: -0.876 14.489 35.866  -1.09
O: -2.925 16.739 34.865  -0.35
C: -3.604 17.897 35.338  0.46
C: -2.571 19.021 35.440  -1.52
H: -3.048 13.252 31.122  0.34
H: -4.325 13.163 32.486  0.05
H: -4.721 13.188 30.785  0.39
H: -3.552 15.458 30.637  0.37
H: -4.924 15.430 31.760  -0.41
H: -1.569 12.837 34.635  0.26
H: -1.251 14.292 33.718  0.35
H: 0.200 14.315 35.818  0.41
H: -0.944 15.564 36.020  0.19
H: -1.316 14.012 36.744  0.29
H: -4.393 18.276 34.687  -0.24
H: -4.052 17.651 36.304  0.30
H: -2.012 19.056 34.509  0.33
H: -3.052 19.962 35.701  0.40
H: -1.917 18.804 36.288  0.39
C: -10.398 10.257 35.113  -1.19
C: -9.798 11.369 34.213  0.11
O: -8.462 10.951 33.927  -0.32
P: -7.263 11.760 34.661  -1.08
O: -7.400 13.213 34.621  1.31
O: -7.196 11.218 36.123  -0.29
C: -7.162 12.156 37.266  -0.28
C: -5.862 12.948 37.355  -0.79
O: -5.962 11.158 33.940  -0.12
C: -5.535 9.814 34.307  -0.24
C: -4.087 9.756 33.863  -1.09
H: -11.462 10.424 35.286  0.40
H: -10.294 9.266 34.671  0.30
H: -9.823 10.220 36.038  0.23
H: -10.423 11.491 33.329  0.37
H: -9.799 12.309 34.770  -0.02
H: -8.105 12.692 37.202  0.28
H: -7.252 11.542 38.161  0.38
H: -6.137 13.700 38.104  0.39
H: -4.948 12.415 37.600  0.37
H: -5.637 13.602 36.510  -0.11
H: -5.516 9.684 35.387  0.30
H: -6.154 9.072 33.806  0.30
H: -3.707 8.756 34.090  0.41
H: -3.993 9.779 32.771  0.29
H: -3.570 10.651 34.200  0.14
C: -8.396 20.695 34.416  -1.71
C: -7.662 19.394 34.160  1.38
C: -8.180 18.534 32.996  0.25
O: -7.144 18.571 32.026  -0.33
C: -6.012 19.074 32.634  0.50
O: -4.961 19.160 32.093  -0.56
O: -6.298 19.542 33.848  -0.40
H: -8.446 21.158 35.400  0.35
H: -9.459 20.588 34.175  0.36
H: -8.049 21.452 33.703  0.41
H: -7.858 18.800 35.054  -0.53
H: -9.013 19.107 32.580  0.52
H: -8.510 17.565 33.354  -0.30

The gap between HOMO and LUMO comes out at 0.3850 Ha. As for the charge: 0.

Entry from OMol25: 3 unconnected molecules or ions with the total composition C3H14N2O2 in a non-equilibrium geometry (ωB97M-V with the def2-TZVPD basis set).

Last column: Mulliken charge in e.
Cartesian coordinates (Å):
C: 2.001 -1.386 -1.144  -0.87
N: 0.805 -0.884 -0.448  -0.30
C: 0.776 0.473 0.046  -0.68
C: -0.674 0.820 0.550  -0.27
N: -1.163 -0.271 1.371  -0.48
H: 2.072 -2.438 -1.476  0.29
H: 2.854 -1.307 -0.490  0.34
H: 2.081 -0.891 -2.105  0.28
H: 0.636 -1.494 0.347  0.20
H: 1.485 0.792 0.815  0.33
H: 0.922 1.085 -0.860  0.31
H: -0.482 1.709 1.137  0.26
H: -1.309 0.992 -0.311  0.28
H: -0.758 -0.798 2.134  0.17
H: -2.143 -0.470 1.426  0.15
O: 0.520 -0.517 -4.548  -0.64
H: 0.179 0.133 -3.921  0.31
H: -0.174 -1.185 -4.572  0.32
O: -2.248 1.812 4.256  -0.64
H: -2.253 1.719 3.281  0.32
H: -3.127 2.106 4.511  0.32

The gap between HOMO and LUMO comes out at 0.3470 Ha. The energy relative to the best compared isomer or geometry (same formula, charge and spin) is 177.5 kJ/mol. Its structure (SMILES) is CNCCN.O.O. As for the charge: 0.

Entry from OMol25: a molecular structure, C3H7ClSe in a non-equilibrium geometry (ωB97M-V with the def2-TZVPD basis set).

Last column: Mulliken charge in e.
Cartesian coordinates (Å):
C: 1.755 0.469 1.363  -0.87
C: -1.924 -0.153 -0.792  -0.60
C: -0.030 -0.300 -0.742  -0.87
Cl: -2.649 0.173 0.723  -0.15
Se: 0.706 1.239 -0.148  0.12
H: 2.460 -0.292 0.945  0.28
H: 2.321 1.340 1.766  0.28
H: 1.056 -0.256 1.902  0.28
H: -2.036 0.504 -1.545  0.41
H: -2.137 -1.095 -1.215  0.38
H: 0.091 -0.387 -1.862  0.34
H: 0.385 -1.243 -0.396  0.41

The gap between HOMO and LUMO comes out at 0.3237 Ha. The energy relative to the best compared isomer or geometry (same formula, charge and spin) is 0.0 kJ/mol. As for the charge: 0.

Entry from OMol25: 12 unconnected molecules or ions with the total composition C2H25O13 in a non-equilibrium geometry (ωB97M-V with the def2-TZVPD basis set).

Last column: Mulliken charge in e.
Cartesian coordinates (Å):
C: -20.524 -16.225 -5.592  -0.22
C: -19.794 -16.552 -6.920  0.37
O: -19.711 -17.752 -7.244  -0.26
O: -19.182 -15.664 -7.499  -0.62
H: -19.944 -15.556 -4.956  -0.22
H: -20.740 -17.159 -5.074  0.10
H: -21.466 -15.716 -5.791  0.29
O: -16.985 -14.437 -9.343  -0.62
H: -17.686 -14.550 -8.701  0.34
H: -16.304 -13.957 -8.871  0.31
O: -17.918 -19.981 -7.823  -0.64
H: -18.237 -19.081 -7.888  0.32
H: -17.943 -20.178 -6.887  0.29
O: -20.722 -19.538 -9.419  -0.64
H: -20.188 -20.040 -8.804  0.39
H: -20.401 -18.640 -9.338  0.26
O: -21.302 -14.107 -8.606  -0.70
H: -20.799 -14.823 -8.218  0.29
H: -22.180 -14.468 -8.727  0.30
O: -18.477 -17.884 -10.219  -0.63
H: -18.740 -17.415 -9.428  0.29
H: -17.544 -17.689 -10.315  0.30
O: -22.746 -19.297 -6.366  -0.67
H: -23.294 -18.596 -6.013  0.32
H: -21.953 -18.853 -6.667  0.35
O: -18.683 -14.150 -2.281  -0.65
H: -19.310 -14.294 -2.990  0.32
H: -18.050 -13.530 -2.643  0.32
O: -19.838 -19.883 -5.274  -0.70
H: -19.832 -19.020 -5.688  0.22
H: -19.040 -19.901 -4.745  0.30
O: -16.848 -14.385 -6.163  -0.70
H: -17.762 -14.659 -6.248  0.24
H: -16.344 -15.192 -6.272  0.39
O: -16.016 -16.815 -7.243  -0.66
H: -15.450 -16.884 -8.012  0.31
H: -16.900 -16.740 -7.602  0.32
O: -21.530 -19.413 -3.015  -0.64
H: -20.629 -19.094 -2.960  0.28
H: -21.579 -19.849 -3.865  0.37

The gap between HOMO and LUMO comes out at 0.3612 Ha. The energy relative to the best compared isomer or geometry (same formula, charge and spin) is 72.7 kJ/mol. As for the charge: -1.

Entry from OMol25: a molecular structure, C31H35AsIrN7O8S2 (ωB97M-V with the def2-TZVPD basis set).

Last column: Mulliken charge in e.
Cartesian coordinates (Å):
Ir: 0.386 1.130 -0.544  1.64
O: 2.600 -0.902 -3.456  -0.72
C: 2.014 -0.513 -2.457  0.25
O: 0.761 -0.265 -2.324  -0.55
C: 2.789 -0.422 -1.144  0.39
C: 3.991 -1.034 -0.845  -0.79
C: 4.336 -1.190 0.493  -0.40
C: 3.432 -0.848 1.493  -0.77
C: 2.255 -0.229 1.120  0.86
N: 2.044 0.076 -0.161  0.47
C: 0.995 -0.081 1.950  -0.14
O: 1.016 -0.244 3.156  -0.74
O: -0.067 0.115 1.225  -0.59
H: 4.591 -1.428 -1.653  0.55
H: 5.273 -1.663 0.754  0.43
H: 3.593 -1.094 2.533  0.54
C: -0.984 2.003 -3.712  0.49
C: 0.337 2.517 -3.276  0.82
N: 0.964 2.292 -2.133  -0.41
C: 2.217 2.864 -2.217  -0.40
C: 2.348 3.448 -3.429  -0.93
N: 1.152 3.240 -4.083  0.24
C: 0.851 3.723 -5.416  -0.95
N: 0.423 2.683 -6.306  0.78
N: -0.669 2.915 -7.079  -0.73
N: -0.885 1.903 -7.823  -0.61
C: 0.069 0.944 -7.545  0.23
C: 0.235 -0.343 -8.063  -0.59
C: 1.254 -1.100 -7.535  -0.59
C: 2.086 -0.604 -6.508  -0.48
C: 1.946 0.666 -6.001  -0.70
C: 0.919 1.436 -6.556  1.09
H: -1.507 1.557 -2.874  -0.91
H: -0.839 1.239 -4.478  -0.42
H: -1.593 2.803 -4.138  0.64
H: 2.917 2.814 -1.402  0.63
H: 3.154 4.005 -3.872  0.43
H: 1.754 4.215 -5.779  0.33
H: 0.036 4.446 -5.399  0.39
H: -0.426 -0.720 -8.831  0.45
H: 1.413 -2.108 -7.892  0.39
H: 2.836 -1.252 -6.077  0.37
H: 2.565 1.011 -5.185  0.43
C: 1.203 2.963 4.060  -1.15
As: -0.066 3.186 2.624  1.13
C: -1.591 2.150 3.152  -0.59
C: -0.530 5.048 2.715  -1.06
S: 1.115 2.839 0.836  -0.61
H: 0.835 3.474 4.950  0.42
H: 2.154 3.392 3.751  0.36
H: 1.324 1.898 4.252  0.33
H: -1.712 2.339 4.219  0.56
H: -1.392 1.097 2.977  0.20
H: -2.452 2.497 2.592  -0.04
H: -0.984 5.247 3.686  0.39
H: -1.219 5.273 1.909  0.35
H: 0.385 5.630 2.612  0.36
C: -1.751 -1.426 -5.113  -1.56
C: -2.522 -1.242 -3.835  0.64
C: -3.795 -0.680 -3.842  -0.54
C: -4.508 -0.509 -2.663  -0.47
C: -3.931 -0.898 -1.464  0.03
C: -2.664 -1.465 -1.433  -0.60
C: -1.970 -1.636 -2.617  -0.22
S: -4.817 -0.688 0.048  1.40
O: -6.148 -0.251 -0.267  -0.73
O: -4.587 -1.863 0.832  -0.72
N: -4.100 0.560 0.847  0.01
C: -4.501 1.934 0.552  -1.33
C: -3.750 2.599 -0.606  0.10
C: -2.278 2.672 -0.253  -0.09
O: -1.882 3.552 0.511  -0.63
O: -1.570 1.743 -0.792  -0.72
H: -1.959 -0.619 -5.818  0.34
H: -2.033 -2.361 -5.602  0.51
H: -0.677 -1.452 -4.923  0.16
H: -4.237 -0.372 -4.782  0.42
H: -5.501 -0.080 -2.662  0.53
H: -2.228 -1.781 -0.492  0.44
H: -0.975 -2.056 -2.599  0.28
H: -3.100 0.416 0.953  0.21
H: -4.345 2.521 1.459  0.32
H: -5.569 1.921 0.349  0.48
H: -4.128 3.618 -0.706  0.63
H: -3.906 2.054 -1.537  0.02

The gap between HOMO and LUMO comes out at 0.3028 Ha. The energy relative to the best compared isomer or geometry (same formula, charge and spin) is 43.8 kJ/mol. As for the charge: 0.

Entry from OMol25: a single C2H3N3O4 molecule in a non-equilibrium geometry (ωB97M-V with the def2-TZVPD basis set).

Last column: Mulliken charge in e.
Cartesian coordinates (Å):
C: 0.943 1.739 0.146  -0.57
O: 0.597 0.870 1.169  -0.13
O: 0.661 -0.482 0.950  -0.10
N: -0.280 -0.903 -0.079  -0.07
C: 0.176 -1.322 -1.266  0.35
N: 0.609 -1.611 -2.257  -0.35
N: -1.637 -1.325 0.368  1.09
O: -2.182 -1.898 -0.510  -0.54
O: -2.009 -0.944 1.450  -0.53
H: 1.248 2.545 0.875  0.23
H: 0.165 2.064 -0.506  0.24
H: 1.711 1.269 -0.341  0.36

The gap between HOMO and LUMO comes out at 0.3970 Ha. The energy relative to the best compared isomer or geometry (same formula, charge and spin) is 709.9 kJ/mol. Its structure (SMILES) is COON(C#N)[N+](=O)[O-]. As for the charge: 0.

Entry from OMol25: 2 unconnected molecules or ions with the total composition C4H8O4 in a non-equilibrium geometry (ωB97M-V with the def2-TZVPD basis set).

Last column: Mulliken charge in e.
Cartesian coordinates (Å):
O: -1.419 -1.464 1.808  -0.47
C: -1.969 -1.001 0.814  0.05
C: -1.386 -1.217 -0.652  -0.51
C: 0.097 -0.835 -0.618  -0.69
C: 0.360 0.659 -0.989  0.58
O: 0.181 1.627 -0.288  -0.56
O: 0.902 0.876 -2.232  -0.51
H: -3.007 -0.500 0.945  0.30
H: -1.753 -2.179 -1.108  0.36
H: -1.987 -0.638 -1.398  0.32
H: 0.754 -1.550 -1.175  0.34
H: 0.584 -1.145 0.287  0.40
H: 0.951 1.957 -2.380  0.38
O: 2.791 1.608 2.290  -0.58
H: 2.979 2.442 2.437  0.27
H: 1.923 1.359 2.257  0.31

The gap between HOMO and LUMO comes out at 0.3948 Ha. The energy relative to the best compared isomer or geometry (same formula, charge and spin) is 303.9 kJ/mol. Its structure (SMILES) is O=CCCC(=O)O.O. As for the charge: 0.

Entry from OMol25: 2 unconnected molecules or ions with the total composition C11H14N2O in a non-equilibrium geometry (ωB97M-V with the def2-TZVPD basis set).

Last column: Mulliken charge in e.
Cartesian coordinates (Å):
C: 2.481 1.600 1.608  -1.46
C: 1.745 1.003 0.455  0.50
C: 2.336 0.582 -0.698  -0.87
N: 1.367 0.392 -1.657  0.09
C: 0.150 0.796 -1.151  -0.11
C: -1.075 0.957 -1.796  -1.04
C: -2.086 1.552 -1.066  -0.36
C: -1.909 1.917 0.273  -0.68
C: -0.741 1.616 0.937  -0.66
C: 0.338 1.082 0.215  1.39
H: 2.070 2.580 1.800  0.32
H: 3.565 1.595 1.565  0.39
H: 2.212 1.116 2.561  0.31
H: 3.377 0.539 -0.959  0.45
H: 1.405 0.085 -2.612  0.19
H: -1.211 0.716 -2.840  0.39
H: -3.064 1.594 -1.529  0.37
H: -2.735 2.307 0.852  0.36
H: -0.626 1.808 1.998  0.43
C: -0.682 -2.624 -0.838  -0.87
C: -0.841 -2.541 0.667  0.68
N: 0.170 -1.859 1.272  -0.28
O: -1.636 -3.208 1.292  -0.64
H: -1.066 -3.597 -1.100  0.34
H: 0.333 -2.528 -1.218  0.31
H: -1.262 -1.880 -1.376  0.16
H: 0.341 -1.794 2.263  0.19
H: 0.877 -1.348 0.770  0.09

The gap between HOMO and LUMO comes out at 0.3245 Ha. The energy relative to the best compared isomer or geometry (same formula, charge and spin) is 59.2 kJ/mol. Its structure (SMILES) is Cc1c[nH]c2ccccc12.CC(N)=O. As for the charge: 0.